(1)
The following is a DFT calculation (the ωB97M-V functional and the def2-TZVPD basis) of a molecular structure, C2H5N2O2 at a distorted geometry.

- LUMO level (Ha) = -0.1949
- HOMO energy (eV) = -15.696
- Kohn-Sham gap (eV) = 10.39
- total charge = +1

Structure (XYZ):
```
11
Properties=species:S:1:pos:R:3:lowdin_charge:R:1
C -0.92362 0.01009 0.57425 -0.0126
C -0.20900 1.34084 0.14630 0.1448
N 0.73723 0.05869 -0.46929 -0.1665
N 0.01355 -0.94559 -0.13863 -0.0771
O 1.71828 0.03321 -1.17430 0.1436
O 0.29108 -2.22870 -0.26434 0.1570
H -0.80233 0.02211 1.64297 0.1254
H -1.99288 -0.00976 0.26318 0.1519
H -0.46261 2.04911 -0.69315 0.1500
H 0.40358 1.93924 0.88269 0.1488
H 1.22671 -2.26925 -0.76969 0.2347
```

(2)
The following is a DFT calculation (the ωB97M-V functional and the def2-TZVPD basis) of a molecular structure, C13H25F5LaNO2P2 at a distorted geometry.

- LUMO level (spin up / spin down) (Ha) = -0.0348 / -0.0346
- HOMO energy (spin up / spin down) (eV) = -4.049 / -4.032
- Kohn-Sham gap (spin up / spin down) (eV) = 3.10 / 3.09

Structure (XYZ):
```
49
Properties=species:S:1:pos:R:3:lowdin_charge:R:1
C -0.73617 0.88706 -3.42013 -0.0576
C -0.74565 0.41869 -2.08215 -0.4118
N 0.23179 0.83443 -1.17086 -0.0849
C 0.92314 1.95930 -1.48335 -0.3702
C 0.90110 2.49457 -2.76538 -0.0840
C 0.09699 1.93036 -3.75131 -0.0829
C -1.83931 -0.36499 -1.65183 -0.3313
P -2.33451 -0.47040 0.04795 0.7000
La 0.52709 -0.98173 0.76870 1.8282
P 2.47735 1.44910 0.77132 0.7969
C 1.78781 2.65823 -0.43444 -0.2966
O -0.47827 -3.28377 -4.41008 -0.1049
O -0.51142 -3.48460 0.36859 -0.1662
H -1.45530 0.45395 -4.10390 0.1081
H 1.53888 3.34004 -2.99275 0.0978
H 0.10143 2.29897 -4.76293 0.1011
C -3.65328 0.74020 0.30000 -0.2713
C -3.28361 -2.03794 0.08275 -0.2807
H 2.62760 3.14817 -0.95670 0.0878
H 1.19631 3.41874 0.11572 0.0966
H -0.53122 -4.28143 -4.47526 0.0571
H -2.42766 -0.87114 -2.43600 0.0668
C 2.64819 2.50895 2.23564 -0.2473
C 4.18723 1.26505 0.12845 -0.2810
H 2.92204 -0.96036 1.08707 -0.0324
H -0.74729 -4.01164 1.16402 0.0880
H -0.27212 -4.14146 -0.30769 0.0772
H 0.49957 -3.14293 -4.31050 0.0472
H -0.81982 0.46583 2.88678 0.0531
H 2.89496 -1.75368 1.05567 0.0529
H -4.52210 0.36980 -0.24902 0.0348
H -3.89157 0.82145 1.37011 0.0447
H -3.37451 1.72815 -0.07442 0.0425
H -4.22147 -1.83984 -0.46883 0.0438
H -2.70156 -2.83912 -0.40473 0.0233
H -3.48031 -2.30982 1.13813 0.0403
H 4.75816 2.16760 0.40139 0.0459
H 4.62380 0.36892 0.59911 0.0243
H 4.18497 1.11919 -0.96432 0.0530
H 3.66394 2.91038 2.29018 0.0427
H 1.91663 3.32483 2.21976 0.0483
H 2.44421 1.87571 3.10871 0.0401
F -0.16576 0.33674 4.79189 -0.0264
C -0.61473 -0.23894 3.68980 -0.3339
F 1.19305 -0.52323 2.71934 -0.6319
C -1.22135 -1.53846 3.67336 -0.5867
F -0.86706 -2.40816 4.64893 0.1017
F -2.59342 -1.57435 3.56906 0.0297
F -0.85675 -2.23642 2.44416 -0.1920
```

(3)
The following is a DFT calculation (the ωB97M-V functional and the def2-TZVPD basis) of 4 unconnected molecules or ions with the total composition C2H8NO2P at a distorted geometry.

- LUMO level (Ha) = 0.0204
- HOMO energy (eV) = -9.774
- Kohn-Sham gap (eV) = 10.33

Structure (XYZ):
```
14
Properties=species:S:1:pos:R:3:lowdin_charge:R:1
C -0.93300 0.41662 1.44495 -0.0619
C -1.23905 -0.54405 0.33875 -0.3316
N 2.32628 -0.16096 -0.76097 -0.2142
O 2.63254 0.41815 1.62636 -0.5395
O -0.42313 -0.97560 -0.43074 -0.0202
P 3.41666 0.43137 0.39381 0.6879
H -1.84836 0.49865 2.16665 0.1050
H 0.02595 0.13879 2.01206 0.0940
H -0.78507 1.40886 0.98476 0.0875
H -2.46154 -0.38262 -2.51462 0.0166
H -2.29634 -0.83703 0.10368 0.1120
H 1.34324 -0.37996 -0.46341 -0.0006
H 2.25569 -0.02940 -1.76720 0.0300
H -2.01386 -0.00285 -3.13408 0.0352
```

(4)
The following is a DFT calculation (the ωB97M-V functional and the def2-TZVPD basis) of a molecular structure, C4H16B2BeCl8 at a distorted geometry.

- LUMO level (Ha) = -0.1021
- HOMO energy (eV) = -10.704
- Kohn-Sham gap (eV) = 7.93

Structure (XYZ):
```
31
Properties=species:S:1:pos:R:3:lowdin_charge:R:1
Be 21.14029 20.65928 11.82095 0.7409
B 19.43988 20.75874 10.17275 -0.3336
H 20.18129 19.82746 10.27189 -0.0505
H 19.81118 21.58412 9.44828 -0.0330
H 18.39568 20.38250 9.84277 0.0092
H 19.32534 21.14764 11.29382 -0.0365
B 20.70264 20.46213 14.14301 -0.4976
H 19.82823 20.43373 13.35608 -0.0625
H 21.25005 21.49719 14.02673 -0.0521
H 20.31183 20.33470 15.22372 0.0098
H 21.52608 19.68658 13.83443 -0.0672
C 20.94287 17.54651 16.38180 -0.9734
Cl 21.19603 17.02751 18.06878 0.4902
Cl 19.32711 16.96317 15.83761 0.4874
H 20.89070 18.62295 16.28936 -0.0204
H 21.67727 17.05898 15.75230 0.0273
C 18.91093 23.10068 15.66544 -0.9838
Cl 18.03347 22.84638 14.11524 0.5013
Cl 18.47113 24.68280 16.35968 0.4905
H 18.67689 22.32275 16.38156 0.0316
H 19.95928 23.14042 15.39477 0.0018
C 24.34496 21.20548 14.53271 -0.9371
Cl 23.73886 22.76360 15.02962 0.5717
Cl 23.79982 20.70731 12.88789 0.5377
H 25.42806 21.18056 14.51623 0.0371
H 23.89112 20.54906 15.26824 0.0310
C 18.42380 18.34896 12.50214 -0.9911
Cl 17.26089 17.04572 12.66293 0.5398
Cl 20.07396 17.76484 12.04772 0.5222
H 18.06818 19.03225 11.73744 0.0062
H 18.46559 18.88902 13.44166 0.0029
```

(5)
The following is a DFT calculation (the ωB97M-V functional and the def2-TZVPD basis) of a molecular structure, C20H31BN7O2Re at a distorted geometry.

- LUMO level (spin up / spin down) (Ha) = -0.3346 / -0.4715
- multiplicity = 4
- HOMO energy (spin up / spin down) (eV) = -17.196 / -17.452
- Kohn-Sham gap (spin up / spin down) (eV) = 8.09 / 4.62
- total charge = +3
- <S²> = 3.765

Structure (XYZ):
```
62
Properties=species:S:1:pos:R:3:lowdin_charge:R:1
Re 0.27019 -0.67919 -0.82486 1.5939
C -0.63127 1.97636 -2.89477 0.0034
C 0.15493 2.28104 -1.66962 -0.2719
C 0.60201 3.50048 -1.19800 0.0765
C 1.39346 3.23722 -0.07393 -0.2123
C 2.12702 4.20418 0.77547 0.0197
N 1.39764 1.91210 0.11997 0.0500
N 0.62676 1.31244 -0.84133 -0.0821
B 2.26447 1.03398 1.04658 -0.4494
N 3.06165 0.09049 0.08956 0.1184
N 2.31874 -0.74407 -0.76144 -0.0561
C 3.14952 -1.47919 -1.48096 -0.2256
C 2.68082 -2.47736 -2.47243 0.0257
C 4.47005 -1.11337 -1.10185 0.2297
C 4.34824 -0.10200 -0.09015 -0.1595
C 5.43195 0.59935 0.62317 0.0448
N 1.33884 0.10686 1.85232 0.0511
N 0.53007 -0.76766 1.17847 -0.0883
C -0.04234 -1.60073 2.07784 -0.2770
C -0.94377 -2.70692 1.66197 0.0012
C 0.39547 -1.23557 3.33838 0.0809
C 1.27161 -0.15726 3.16484 -0.2110
C 2.01414 0.59496 4.20229 0.0194
H -1.05834 2.88793 -3.30461 0.1043
H -1.43487 1.26939 -2.69733 0.0554
H 0.01792 1.54461 -3.66051 0.1022
H 0.38932 4.47190 -1.61237 0.1409
H 1.83551 5.21926 0.52184 0.1042
H 3.20484 4.11526 0.61979 0.1026
H 1.93878 4.03329 1.83524 0.0993
H 2.98003 1.67328 1.73453 0.1324
H 1.59008 -2.51839 -2.51159 0.0687
H 3.06065 -3.47093 -2.22345 0.1216
H 3.05832 -2.24197 -3.47005 0.1211
H 5.39359 -1.51844 -1.49098 0.1644
H 6.39948 0.24842 0.27275 0.1104
H 5.36500 0.42486 1.69994 0.1182
H 5.37177 1.67847 0.46400 0.1174
H -0.91087 -2.85716 0.57904 0.0627
H -1.97044 -2.49012 1.95440 0.0973
H -0.65187 -3.63487 2.15160 0.1075
H 0.12607 -1.68816 4.27818 0.1417
H 1.70244 0.27198 5.19118 0.1037
H 1.84868 1.66889 4.11186 0.1007
H 3.08965 0.42586 4.11300 0.1012
O -2.65886 -0.07702 0.49275 0.0834
C -2.70328 -0.41487 -0.67878 -0.5522
O -1.67255 -0.81755 -1.37235 -0.2030
C -4.04947 -0.41528 -1.41465 -0.1452
N -5.09171 0.02153 -0.42205 0.1104
C -6.17177 -1.02716 -0.37303 -0.0743
C -5.44175 -2.29642 -0.78152 -0.1263
C -4.49942 -1.80943 -1.88925 -0.0934
H -3.98915 0.28995 -2.24273 0.1690
H -5.47431 0.94582 -0.61592 0.1952
H -4.57709 0.09508 0.47241 0.1629
H -6.93345 -0.76418 -1.10502 0.1465
H -6.62420 -1.05869 0.61438 0.1445
H -6.12849 -3.06065 -1.13580 0.1369
H -4.88087 -2.71455 0.05693 0.1254
H -5.02914 -1.72524 -2.83701 0.1354
H -3.65044 -2.47081 -2.04637 0.1253
```

(6)
The following is a DFT calculation (the ωB97M-V functional and the def2-TZVPD basis) of 5 unconnected molecules or ions with the total composition C4H19N2O4 at a distorted geometry.

- LUMO level (Ha) = -0.0977
- HOMO energy (eV) = -11.933
- Kohn-Sham gap (eV) = 9.28
- total charge = +1

Structure (XYZ):
```
29
Properties=species:S:1:pos:R:3:lowdin_charge:R:1
C 0.59913 -2.89118 0.07610 -0.0878
C -0.00758 -2.30552 1.35611 -0.1814
C -0.99276 -1.22401 1.02456 -0.2448
C -2.29138 -1.15550 1.32314 -0.1350
N -3.18027 -0.16762 1.05252 0.0976
N -0.37314 -0.06060 0.31263 0.2168
H -0.09632 -3.51177 -0.47877 0.0834
H 1.44948 -3.52189 0.32123 0.0819
H 0.92870 -2.14020 -0.64060 0.0404
H -0.59229 -3.01433 1.93711 0.1216
H 0.84312 -1.89399 1.89683 0.1166
H -2.71304 -2.04623 1.73677 0.1324
H -2.89460 0.65171 0.55235 0.0859
H -4.11246 -0.17110 1.41763 0.1073
H -0.97754 0.58852 -0.18419 0.1458
H 0.16336 0.51322 0.96700 0.1422
H 0.23696 -0.42631 -0.42258 0.1203
H 0.21385 2.93857 0.32875 0.0167
H 1.66573 2.67126 -0.07559 0.0350
O 0.83978 2.20923 0.13439 -0.0790
H 0.06374 4.94180 -0.28844 0.0640
H -1.38743 4.78732 -0.73898 0.0701
O -0.73394 4.42335 -0.12583 -0.0473
H 0.16336 -2.05547 -3.19034 0.0497
H 1.12753 -0.88041 -3.39957 0.0483
O 0.29326 -1.12168 -2.98313 -0.0545
H 3.82299 0.88624 -0.38287 0.0498
H 4.26444 2.13444 -1.11392 0.0497
O 3.67732 1.84211 -0.41232 -0.0454
```

E (a.u.)
-338.6953; -1929.0860; -627.5606; -3907.7708; -1416.7209; -574.0396